Computed, not measured: one molecule with the formula C3H5N3, with ωB97M-V with the def2-TZVPD basis set.

LUMO energy (spin up / spin down) = -0.0076 / -0.0055 hartree
strongest force on any atom = 4.9 eV/Å
electronic energy = -7656.66057 eV
Kohn-Sham gap (spin up / spin down) = 8.12 / 8.14 eV
energy relative to the best compared isomer or geometry (same formula, charge and spin) = 133.64 kcal per mole

Structure (ORCA input):
```
! RIJCOSX wB97M-V def2-TZVPD def2/J DEFGRID3
* xyz 0 1
C -0.22 -0.29 -0.77
C 0.99 -0.17 -0.44
C 2.34 -0.02 0.19
N -1.47 -0.13 -1.22
N -2.57 -0.07 0.91
N -2.43 0.19 -0.41
H -1.41 -0.22 1.30
H 2.65 -0.89 0.75
H 3.23 0.16 -0.45
H 2.18 0.80 0.91
H -3.30 0.64 -0.77
*
```


Computed, not measured: one molecule with the formula C3H2FP, with ωB97M-V with the def2-TZVPD basis set.

LUMO energy = -0.0170 hartree
strongest force on any atom = 2.4 eV/Å
electronic energy = -15145.13262 eV
Kohn-Sham gap = 8.65 eV
SMILES = [H]/P=C/C#CF
energy relative to the best compared isomer or geometry (same formula, charge and spin) = 12.30 kcal per mole

Structure (ORCA input):
```
! RIJCOSX wB97M-V def2-TZVPD def2/J DEFGRID3
* xyz 0 1
H -2.83 -0.86 0.24
P -1.35 -1.26 -0.05
C -0.64 0.29 -0.02
C 0.84 0.40 -0.06
C 2.00 0.10 -0.21
F 3.24 0.07 -0.04
H -1.27 1.25 0.13
*
```


Computed, not measured: C29H44GeN2O9Sc as an isolated structure, with ωB97M-V with the def2-TZVPD basis set.

LUMO energy (spin up / spin down) = -0.0025 / -0.0520 hartree
strongest force on any atom = 0.3 eV/Å
electronic energy = -129417.46206 eV
Kohn-Sham gap (spin up / spin down) = 8.04 / 6.71 eV
expectation value of S² = 0.758
energy relative to the best compared isomer or geometry (same formula, charge and spin) = 13.19 kcal per mole

Structure (ORCA input):
```
! RIJCOSX wB97M-V def2-TZVPD def2/J DEFGRID3
* xyz 0 2
Sc -0.61 -0.02 0.00
O 2.45 2.37 1.83
C 3.44 1.63 2.36
C 4.53 2.34 2.89
C 5.60 1.66 3.43
C 5.63 0.27 3.46
C 4.56 -0.43 2.95
C 3.45 0.22 2.39
C 2.32 -0.55 1.87
O 1.34 0.00 1.35
N 2.43 -1.91 1.99
N 1.29 -2.48 1.91
C 0.64 -3.33 2.57
C -0.73 -3.65 2.23
C -1.41 -4.65 2.94
C -2.76 -4.84 2.78
C -3.46 -3.99 1.92
C -2.82 -2.99 1.22
C -1.43 -2.81 1.33
O -0.79 -1.89 0.64
H 1.74 1.79 1.50
H 4.50 3.42 2.85
H 6.43 2.23 3.84
H 6.47 -0.26 3.89
H 4.56 -1.51 2.96
H 1.08 -3.74 3.48
H -0.85 -5.27 3.63
H -3.28 -5.62 3.32
H -4.53 -4.11 1.81
H -3.37 -2.32 0.58
C -3.57 1.48 -2.15
C -2.49 2.48 -1.74
C -2.22 3.48 -2.87
C -2.90 3.25 -0.49
O -1.26 1.77 -1.43
Ge -0.39 0.86 -2.84
O -1.11 -0.72 -2.01
C -1.08 -2.00 -2.69
C -1.09 -1.79 -4.21
C -2.34 -2.76 -2.29
C 0.17 -2.77 -2.29
O 1.01 0.60 -1.56
C 2.35 0.96 -1.98
C 3.35 0.38 -0.99
C 2.45 2.48 -2.01
C 2.65 0.37 -3.36
H -4.51 2.00 -2.33
H -3.28 0.97 -3.08
H -3.71 0.73 -1.38
H -3.12 4.08 -3.04
H -1.40 4.14 -2.60
H -1.97 2.98 -3.80
H -3.83 3.80 -0.69
H -3.07 2.59 0.36
H -2.14 3.99 -0.24
H -1.93 -1.17 -4.51
H -0.16 -1.33 -4.56
H -1.18 -2.76 -4.70
H -3.23 -2.17 -2.54
H -2.39 -3.71 -2.82
H -2.34 -2.95 -1.23
H 1.06 -2.20 -2.54
H 0.17 -2.98 -1.22
H 0.22 -3.72 -2.83
H 3.28 0.90 -0.04
H 3.17 -0.68 -0.84
H 4.36 0.52 -1.37
H 2.22 2.89 -1.03
H 3.46 2.79 -2.29
H 1.76 2.90 -2.74
H 2.52 -0.71 -3.35
H 2.01 0.79 -4.14
H 3.68 0.59 -3.63
C -0.53 1.52 3.36
C -0.77 2.53 2.26
O -0.23 2.03 1.01
H -1.00 1.88 4.27
H 0.54 1.38 3.55
H -0.99 0.57 3.11
H -0.27 3.48 2.48
H -1.84 2.69 2.15
H -0.55 2.57 0.27
O -3.65 1.15 2.39
C -3.52 0.39 1.45
O -2.44 0.18 0.77
H -4.39 -0.20 1.10
*
```